1.
C4H14N4S | the ωB97M-V functional and the def2-TZVPD basis

The geometry in XYZ format:
```
23
Properties=species:S:1:pos:R:3:forces:R:3
S -2.449835 -1.161731 0.137951 -0.272 0.769 0.585
N 0.488845 1.131523 1.373527 0.294 -0.732 0.776
N 0.884623 0.360012 -0.680432 -1.124 1.597 2.244
N 0.897342 1.353171 0.179804 -0.585 -0.108 0.055
N -1.257590 -1.117371 -1.198786 -0.014 -1.292 2.801
C 1.376445 0.824554 -1.984784 0.667 -1.233 -1.197
C 0.336482 2.179936 2.352293 -1.930 2.922 -1.506
C 0.218287 -0.127438 1.981553 -1.223 -3.744 -5.008
C -1.164553 -2.510607 -1.575492 3.578 0.687 -3.515
H 2.435895 0.976165 -1.618204 -0.790 0.306 -1.887
H -1.708175 -0.591239 -1.900515 -0.376 0.483 -1.127
H -0.410922 -2.524957 -2.492445 -0.914 -0.365 1.575
H -0.883130 -0.405991 1.756497 0.995 0.133 0.177
H 0.392989 -0.083857 2.977398 0.661 0.152 2.963
H 0.867718 2.028383 3.243644 1.653 -0.205 0.728
H 0.883383 1.768825 -2.465349 0.765 -1.716 1.334
H 0.806819 -1.028848 1.460353 -0.994 2.111 1.161
H -0.853989 -3.255175 -0.868369 0.422 0.425 0.885
H 1.280184 -0.075711 -2.757825 0.398 1.986 1.814
H 0.495465 3.123186 1.800850 0.641 -0.240 0.672
H -2.024021 -2.885148 -2.002962 -2.337 -0.630 -0.725
H -0.690078 2.378547 2.798583 0.478 -1.128 -1.235
H 0.077818 -0.356230 -0.517290 0.006 -0.177 -1.571
```
Positions in Å, forces in eV/Å.

For the gap between HOMO and LUMO (alpha / beta), the calculation gives 6.123 / 6.122 eV. For the HOMO energy (alpha / beta), the calculation gives -6.315 / -6.315 eV.

---

2.
C4H14NO2 | the ωB97M-V functional and the def2-TZVPD basis

The geometry in XYZ format:
```
21
Properties=species:S:1:pos:R:3:forces:R:3
O 2.007692 -1.108440 -0.939431 0.096 0.484 -0.161
O -3.071217 -0.820024 -1.234779 0.910 0.594 0.545
N -0.297136 0.403982 -1.038449 0.178 -0.619 0.878
C -0.136540 0.019027 0.419344 -0.093 2.057 1.615
C 2.262779 -0.720164 0.416743 -0.039 -1.411 1.023
C 1.311024 0.393265 0.829718 0.526 -0.095 -1.405
C -1.078086 0.952333 1.214417 -0.010 -0.280 0.193
H -2.974089 -1.285675 -2.059506 -0.620 -0.448 -0.386
H -2.125400 0.654184 1.222856 0.017 0.006 -0.368
H -1.169823 0.016924 -1.411937 -0.011 0.025 -0.102
H 3.333402 -0.652836 0.614706 -0.021 1.008 -0.247
H -0.779558 0.999261 2.259417 0.094 -0.214 0.031
H -0.977983 1.979938 0.855361 -0.130 -0.007 -0.083
H -3.983647 -0.831923 -0.934210 -0.070 -0.161 -0.310
H 2.049133 -1.591762 1.051404 -0.411 -0.043 -0.262
H -0.322721 1.416521 -1.056488 -0.194 0.249 -0.241
H -0.376712 -1.019262 0.609929 0.027 -0.216 -0.488
H 0.568907 0.089415 -1.483672 -0.115 -0.511 -0.519
H 1.581869 1.296078 0.261815 -0.050 0.078 0.162
H 2.774016 -0.865656 -1.468830 0.047 -0.177 -0.074
H 1.404092 0.674818 1.871591 -0.132 -0.319 0.200
```
Positions in Å, forces in eV/Å.

For the gap between HOMO and LUMO, the calculation gives 11.876 eV. As for the charge: +1. For the HOMO energy, the calculation gives -14.763 eV.

---

3.
C4H14NO2 | the ωB97M-V functional and the def2-TZVPD basis

The geometry in XYZ format:
```
21
Properties=species:S:1:pos:R:3:forces:R:3
O -3.487407 -1.266849 1.065238 -0.603 0.479 -0.588
O -0.858556 -0.298485 1.762327 2.295 0.166 -0.580
N -2.827659 1.081389 -1.638357 0.080 -0.455 0.101
C 2.747198 0.297889 -1.544192 0.440 0.730 1.981
C 0.585764 -0.511374 1.532353 -3.628 -1.652 -0.186
C 2.491688 0.006392 0.006003 -1.899 -2.791 -2.500
C 1.105904 0.270349 0.443946 4.429 3.002 3.507
H 0.798893 -1.582210 1.365595 -0.366 0.117 0.120
H 3.730385 -0.146030 -1.675119 -0.052 0.029 -0.495
H 2.489086 -1.090190 -0.016264 0.806 -0.082 0.724
H 1.988713 -0.219803 -2.115855 0.012 0.381 -0.396
H -3.520996 0.554848 -1.105304 0.141 0.355 0.096
H -2.872153 0.671750 -2.566136 0.119 0.211 -0.040
H 3.348773 0.364504 0.582783 -0.515 0.521 0.400
H -0.917451 0.634309 1.511957 -1.079 0.020 0.266
H 0.989770 -0.337190 2.565461 0.956 0.576 -0.952
H -3.784474 -2.130669 1.351605 0.263 -0.111 0.212
H 0.874490 1.356003 0.441140 -1.158 -0.648 -1.122
H -2.594063 -1.091586 1.353793 0.210 -0.426 0.279
H -3.116099 2.051126 -1.713936 -0.157 -0.181 0.021
H 2.828186 1.385831 -1.607032 -0.294 -0.241 -0.848
```
Positions in Å, forces in eV/Å.

For the gap between HOMO and LUMO, the calculation gives 4.752 eV. As for the charge: +1. For the HOMO energy, the calculation gives -12.886 eV.

---

4.
C4H14NO2 | the ωB97M-V functional and the def2-TZVPD basis

The geometry in XYZ format:
```
21
Properties=species:S:1:pos:R:3:forces:R:3
O -3.298788 0.271371 1.256426 0.070 0.024 -0.275
O 1.503603 1.019846 1.619619 0.349 0.012 0.030
N -0.691502 0.253380 0.443214 -0.050 -0.754 0.396
C 0.336982 -1.853250 -1.451912 0.037 0.328 -0.156
C 0.502960 0.482076 -0.438632 0.113 0.179 0.269
C 1.210087 -0.838610 -0.728292 -0.349 0.142 0.234
C 1.408892 1.478048 0.282486 -0.282 0.077 -0.008
H 1.587394 -1.248593 0.215534 0.125 0.090 -0.176
H -3.986718 0.567703 1.863935 0.047 -0.031 0.002
H 2.043118 -0.551738 -1.362546 0.310 -0.210 0.035
H 0.091549 -1.494873 -2.454354 -0.003 -0.139 0.024
H 0.109766 0.915622 -1.348304 -0.016 0.123 -0.316
H 1.012004 2.498326 0.263643 -0.144 -0.065 -0.087
H -0.598065 -2.028069 -0.926822 -0.216 -0.222 0.076
H -3.765491 0.014099 0.451517 -0.202 0.031 0.184
H -0.388566 -0.009708 1.392887 0.125 0.457 -0.121
H -1.353184 1.030743 0.520944 0.083 -0.067 0.081
H 2.365714 1.493760 -0.232928 0.182 -0.055 -0.001
H 0.832790 -2.814691 -1.527095 0.059 -0.065 -0.079
H -1.225724 -0.562697 0.135431 -0.058 0.234 -0.179
H 2.303179 1.377257 2.025247 -0.181 -0.090 0.066
```
Positions in Å, forces in eV/Å.

For the gap between HOMO and LUMO, the calculation gives 11.736 eV. As for the charge: +1. For the HOMO energy, the calculation gives -14.797 eV.

---

5.
C4H14NO2S | the ωB97M-V functional and the def2-TZVPD basis

The geometry in XYZ format:
```
22
Properties=species:S:1:pos:R:3:forces:R:3
S 2.621930 -0.726964 -0.050128 -0.397 -0.099 0.277
O -1.113923 1.320537 2.253881 0.488 0.437 0.061
O -2.635932 -0.295368 0.354080 0.118 -0.106 0.103
N 0.205274 1.437914 -0.246144 -0.240 0.453 0.296
C 1.149354 -1.446598 -0.890449 0.564 0.584 -0.312
C -0.681045 0.348539 -0.875803 0.669 0.155 0.787
C -0.192059 -0.974891 -0.316283 0.481 -0.840 -0.315
C -2.156548 0.603184 -0.624621 -0.781 -0.150 0.117
H -0.184149 -1.006384 0.774004 -0.054 0.226 -0.060
H -0.404439 0.407868 -1.923684 -0.299 0.030 -0.214
H -0.018620 1.654065 0.739897 -0.300 -1.073 0.034
H -0.942810 0.708016 2.984289 -0.083 0.037 -0.162
H -2.382246 1.622007 -0.328692 0.346 0.437 0.107
H -0.874262 -1.759515 -0.614770 -0.566 0.068 -0.049
H -0.743740 2.163249 2.554573 -0.320 -0.087 0.403
H 1.267694 -1.134785 -1.927652 -0.324 -0.114 -0.145
H 1.180702 1.114917 -0.277856 0.009 0.500 -0.169
H 0.077583 2.349301 -0.686613 0.364 -0.186 -0.564
H -3.380212 0.090312 0.826872 0.052 0.028 -0.084
H 3.427772 -1.782575 -0.144883 0.159 -0.037 -0.059
H 1.217040 -2.527728 -0.899118 0.029 -0.077 0.327
H -2.718380 0.462399 -1.543107 0.086 -0.186 -0.379
```
Positions in Å, forces in eV/Å.

For the gap between HOMO and LUMO, the calculation gives 9.591 eV. As for the charge: +1. For the HOMO energy, the calculation gives -12.799 eV.

---

6.
C4H14NO3 | the ωB97M-V functional and the def2-TZVPD basis

The geometry in XYZ format:
```
22
Properties=species:S:1:pos:R:3:forces:R:3
O -2.602126 -0.635356 -1.875669 0.356 -0.239 -0.385
O 2.318380 -1.213623 2.127169 -0.111 0.701 0.118
O -0.331513 -2.352281 -0.980042 -0.247 0.065 -0.518
N -0.624209 -0.191679 0.679360 0.937 1.303 -0.103
C -1.937176 0.032380 1.186019 -0.871 -0.969 -0.621
C 1.133694 0.883005 -0.591310 1.730 -1.630 2.014
C -0.140180 0.812390 0.009673 -1.499 1.011 -1.004
C 1.919201 2.106429 -0.682749 -2.116 0.779 -0.528
H -2.477249 0.902177 0.812612 0.438 0.290 0.060
H 1.629711 -0.590203 2.390099 -0.226 -0.281 -0.081
H 3.002269 -0.991238 2.770901 0.280 -0.349 -0.105
H -2.013706 -0.057024 2.267886 0.308 -0.161 0.108
H 1.213975 2.928814 -0.537318 0.341 0.298 -0.041
H 2.580081 2.096769 0.196137 0.340 -0.269 -0.229
H -0.784149 1.680417 -0.179166 0.194 0.080 0.325
H -2.038313 -1.424497 -1.822551 0.011 0.024 0.202
H -2.795591 -0.598588 -2.824249 -0.174 0.200 0.301
H 2.435097 2.257866 -1.630462 0.476 -0.307 0.182
H 0.310414 -3.066018 -1.088435 -0.042 0.320 0.307
H -0.027826 -1.683333 -0.352615 0.279 -0.813 0.139
H -2.469802 -0.841241 0.771414 -0.134 -0.044 0.303
H 1.699019 -0.055164 -0.646702 -0.268 -0.009 -0.443
```
Positions in Å, forces in eV/Å.

For the gap between HOMO and LUMO, the calculation gives 6.781 eV. As for the charge: +1. For the HOMO energy, the calculation gives -14.445 eV.

---

7.
C4H14NO3 | the ωB97M-V functional and the def2-TZVPD basis

The geometry in XYZ format:
```
22
Properties=species:S:1:pos:R:3:forces:R:3
O -0.099143 -0.888834 2.734070 0.535 -0.918 0.365
O -2.346349 -0.522726 -2.346641 0.096 0.829 0.989
O -0.159446 0.935166 -1.559659 -0.030 -0.912 -0.071
N -0.259756 1.163067 1.109501 0.323 0.557 -0.614
C 0.687550 -1.034904 1.548450 -0.876 -0.739 -0.259
C 2.077557 0.548488 -0.786760 0.155 -0.597 0.398
C 0.657092 -0.017600 -0.854760 -0.036 0.378 -0.097
C -0.030309 -0.197675 0.509142 0.181 -0.277 -0.423
H -2.311316 -1.199791 -2.994408 0.099 -1.086 -1.010
H 2.427489 0.655350 -1.820115 0.063 0.139 0.375
H 2.779516 -0.138610 -0.231467 -0.719 0.728 -0.600
H 1.672259 -0.649362 1.726993 0.749 0.167 0.014
H -0.915433 0.437091 -1.969550 0.484 0.464 0.234
H -0.801182 1.080969 1.961437 0.094 -0.096 0.511
H -3.172578 -0.065199 -2.508649 -0.238 0.184 -0.011
H -0.773844 1.759883 0.447373 0.191 -0.274 -0.165
H 0.646729 1.631506 1.281956 -0.542 -0.254 0.185
H -1.018206 -0.597866 0.276225 -0.068 -0.018 0.373
H 0.258927 -1.474640 3.437222 -0.402 0.592 -0.620
H 0.770242 -2.092313 1.165563 -0.166 0.937 0.507
H 2.070447 1.541010 -0.297904 0.190 -0.353 -0.325
H 0.673411 -1.008202 -1.359771 -0.085 0.550 0.248
```
Positions in Å, forces in eV/Å.

For the gap between HOMO and LUMO, the calculation gives 11.510 eV. As for the charge: +1. For the HOMO energy, the calculation gives -14.458 eV.

---

8.
C4H14NO3 | the ωB97M-V functional and the def2-TZVPD basis

The geometry in XYZ format:
```
22
Properties=species:S:1:pos:R:3:forces:R:3
O -1.849495 -0.445873 0.232726 -0.036 -0.139 -0.068
O -1.565470 2.030223 -1.783323 0.194 -0.001 0.072
O 1.469889 -1.330652 -2.633798 0.392 0.430 0.024
N 0.615747 0.070767 0.193260 0.593 1.497 1.064
C -1.362673 -0.709207 1.302732 -0.790 -0.183 -1.010
C 0.981658 -1.350019 2.246299 0.870 -0.156 -1.153
C 1.087647 1.514776 0.155379 -0.105 0.031 1.165
C 0.089566 -0.342090 1.538877 -0.380 -0.220 0.498
H 0.425839 -2.080579 2.773575 -0.714 -0.563 0.718
H -0.122877 0.019931 -0.524794 -0.266 -0.504 0.240
H -2.033176 -1.141126 2.055220 0.561 -0.049 0.570
H -2.212290 1.871976 -2.478733 -0.008 -0.116 0.013
H 0.813774 2.023867 1.079868 -0.549 -0.242 -0.038
H -1.607012 2.978994 -1.634813 -0.062 0.113 -0.015
H 1.740711 -0.937819 2.902127 -0.189 0.396 0.125
H 1.544730 -1.924481 1.503834 -0.101 -0.092 -0.052
H 0.536681 1.974758 -0.643924 0.510 0.359 -0.568
H 1.353824 -0.800131 -3.431750 -0.399 -0.037 -0.005
H -0.016907 0.522656 2.193010 0.236 0.361 -0.213
H 2.167807 1.607397 0.224576 0.075 -0.287 -0.982
H 2.428772 -1.435355 -2.638183 0.035 -0.306 0.153
H 1.382201 -0.543274 -0.035377 0.133 -0.290 -0.539
```
Positions in Å, forces in eV/Å.

For the gap between HOMO and LUMO, the calculation gives 11.452 eV. As for the charge: +1. For the HOMO energy, the calculation gives -14.486 eV.

---

9.
C4H14NO3 | the ωB97M-V functional and the def2-TZVPD basis

The geometry in XYZ format:
```
22
Properties=species:S:1:pos:R:3:forces:R:3
O -1.894950 -0.030236 -2.791671 1.137 -0.114 1.171
O 0.525195 2.094906 1.157960 1.610 -1.901 -0.688
O -2.525151 0.938126 2.105928 -2.993 0.380 -4.563
N -1.047978 0.345095 -0.095498 0.106 -2.201 1.044
C 1.132532 1.061958 0.855634 -3.116 2.337 0.686
C 0.356619 -0.172032 0.430324 -0.940 1.439 1.402
C 1.190610 -0.934002 -0.524212 0.175 -2.739 -2.413
C 2.550205 -1.329259 0.134820 0.370 0.737 -1.516
H 3.164530 -0.377190 0.041137 -0.149 -1.737 0.481
H -1.202091 0.231367 -1.135862 0.282 0.113 0.616
H -1.730191 -0.304970 0.419626 0.773 1.659 -1.079
H 2.190793 0.937903 0.855914 0.943 0.427 0.342
H 3.029826 -2.144496 -0.428413 -0.124 0.595 -0.194
H 0.550568 -1.887975 -0.887569 1.702 2.105 0.553
H -2.842381 1.851685 2.083079 -0.766 -0.029 -0.893
H 1.604963 -0.341931 -1.438857 -1.649 -0.783 1.303
H -1.616264 0.316641 -3.630720 -0.094 0.203 -0.651
H -1.229969 1.324414 0.227330 0.408 -0.950 -0.053
H 2.523672 -1.731394 1.122310 -0.315 0.206 1.006
H -2.826015 -0.180383 -2.785199 -1.030 -0.086 -0.423
H 0.180158 -0.733591 1.433120 0.034 0.601 -1.835
H -2.084681 1.065362 2.850818 3.638 -0.260 5.704
```
Positions in Å, forces in eV/Å.

For the gap between HOMO and LUMO, the calculation gives 10.765 eV. As for the charge: +1. For the HOMO energy, the calculation gives -14.210 eV.

---

10.
C4H14NOS | the ωB97M-V functional and the def2-TZVPD basis

The geometry in XYZ format:
```
21
Properties=species:S:1:pos:R:3:forces:R:3
S 0.224563 -0.781635 -2.406233 0.149 -0.736 0.414
O 1.636457 0.028625 3.145738 -2.077 0.356 -0.229
N 0.941066 0.957439 0.450671 -1.062 -1.832 -0.677
C -1.313601 1.830428 0.955787 2.355 -0.548 0.263
C -1.076337 -0.628126 0.133458 -0.794 -1.631 1.060
C -0.300905 -1.604623 -0.851436 -0.930 0.170 1.761
C -0.588212 0.777762 0.087738 -0.891 2.620 -0.209
H -0.620668 1.125255 -0.920527 -0.117 0.239 -0.714
H -0.679396 2.726013 0.777045 -0.785 -0.102 0.634
H 0.472660 -1.994845 -0.137948 0.062 -0.059 -1.727
H 1.478918 0.714235 -0.446294 -0.554 0.461 1.842
H -2.301185 2.069567 0.653856 -0.929 -0.131 -0.273
H 0.734611 -0.054012 3.542565 1.009 0.234 -0.325
H -1.043083 -0.943941 1.220776 0.618 -0.237 -0.944
H 2.145304 -0.540243 3.702926 0.868 -0.617 0.500
H -1.261288 1.496180 2.011618 -0.252 0.549 -0.405
H -0.991701 -0.917090 -2.968262 0.215 0.202 0.002
H 0.954430 0.183390 1.164072 1.581 1.071 -0.264
H -2.192543 -0.795755 0.015307 1.153 1.200 -0.477
H -0.996478 -2.416475 -1.148097 0.750 0.333 0.407
H 1.191999 1.900547 0.863058 -0.372 -1.541 -0.638
```
Positions in Å, forces in eV/Å.

For the gap between HOMO and LUMO, the calculation gives 9.902 eV. As for the charge: +1. For the HOMO energy, the calculation gives -13.054 eV.

---

Respective E values: -777.80719, -365.80139, -365.63034, -365.80952, -763.97336, -440.91194, -441.04975, -441.01588, -440.99558, -688.71249 Eh.
Respective energy above the lowest of the compared OMol25 structures with the same formula, charge and spin values: 7.5, 18.4, 125.7, 13.3, 13.7, 91.9, 5.4, 26.7, 39.4, 31.5 kcal/mol.
Respective max |F| values: 6.4, 2.6, 6.4, 0.9, 1.1, 3.1, 1.5, 1.9, 6.8, 2.8 eV Å⁻¹.